1.
ORCA calculation (the ωB97M-V functional and the def2-TZVPD basis) on a structure of composition C3H8N3S in a non-equilibrium geometry.

Last column: natural (NBO) charge in e.
Element x y z (Å)
C: -1.212 -0.358 0.090  0.341
C: -0.463 -0.642 1.316  -0.626
C: 2.002 1.173 -1.084  -0.454
N: -0.580 -0.164 -0.984  -0.202
N: -2.490 -0.526 0.137  -0.736
N: 1.221 0.094 -0.444  -0.463
S: 1.067 0.339 1.309  0.537
H: -1.042 -0.415 2.168  0.267
H: -0.371 -1.792 1.530  0.279
H: 2.409 1.779 -0.243  0.234
H: 2.870 0.803 -1.707  0.256
H: 1.347 1.902 -1.619  0.265
H: -2.939 -0.955 0.959  0.422
H: -3.166 -0.401 -0.645  0.442
H: 1.347 -0.837 -0.784  0.437

Values from the calculation:
Net charge: +1
Maximum force: 0.093 hartree/bohr
HOMO energy: -14.151 eV
LUMO energy: -4.77 eV
Relative energy (zero: lowest compared OMol25 entry of this formula, charge and spin): 2.8148 eV

---

2.
ORCA calculation (the ωB97M-V functional and the def2-TZVPD basis) on a cluster of 13 separate species, C45H97N7O13 in total in a non-equilibrium geometry.

Last column: Löwdin charge in e.
Element x y z (Å)
C: -5.789 1.935 -0.593  -0.367
O: -5.833 2.782 0.294  -0.014
N: -4.685 1.594 -1.240  -0.172
C: -4.565 0.448 -2.110  -0.052
C: -3.446 2.248 -0.806  -0.017
H: -6.715 1.425 -0.982  0.144
H: -4.130 0.681 -3.122  0.094
H: -5.589 0.118 -2.334  0.095
H: -3.933 -0.313 -1.624  0.062
H: -2.825 1.439 -0.361  0.080
H: -2.907 2.571 -1.684  0.077
H: -3.632 3.012 -0.072  0.072
C: -1.417 -5.420 0.906  -0.313
O: -0.738 -4.681 0.190  -0.028
N: -1.384 -5.414 2.269  -0.178
C: -2.126 -6.385 3.043  -0.065
C: -0.423 -4.540 3.018  -0.016
H: -2.231 -6.058 0.559  0.129
H: -1.431 -7.015 3.590  0.085
H: -2.773 -6.973 2.410  0.081
H: -2.738 -5.879 3.797  0.090
H: -0.246 -3.707 2.361  0.056
H: -0.970 -4.283 3.936  0.092
H: 0.503 -5.031 3.329  0.082
C: 2.733 3.583 -1.108  -0.354
O: 2.824 2.402 -0.830  -0.018
N: 2.519 3.970 -2.368  -0.159
C: 2.321 5.410 -2.713  -0.029
C: 2.302 3.049 -3.497  -0.018
H: 2.863 4.365 -0.336  0.120
H: 2.233 5.953 -1.770  0.065
H: 1.455 5.505 -3.380  0.085
H: 3.178 5.754 -3.291  0.082
H: 1.279 3.165 -3.881  0.072
H: 3.058 3.194 -4.282  0.103
H: 2.388 2.063 -3.085  0.050
C: 0.766 6.035 1.310  -0.273
O: 1.638 5.865 0.458  -0.052
N: -0.297 5.152 1.368  -0.169
C: -1.491 5.375 2.204  -0.029
C: -0.321 4.151 0.305  -0.026
H: 0.740 6.863 1.996  0.130
H: -2.315 5.831 1.625  0.100
H: -1.213 6.056 3.009  0.086
H: -1.723 4.392 2.604  0.072
H: 0.242 4.493 -0.552  0.076
H: 0.107 3.228 0.683  0.076
H: -1.349 3.939 0.026  0.073
C: 5.064 -0.236 0.049  -0.342
O: 4.470 -1.273 0.236  -0.008
N: 6.229 0.119 0.680  -0.166
C: 6.833 1.454 0.480  -0.047
C: 6.838 -0.773 1.695  -0.031
H: 4.637 0.448 -0.698  0.127
H: 7.865 1.323 0.173  0.080
H: 6.754 2.089 1.376  0.081
H: 6.335 1.998 -0.325  0.087
H: 6.741 -0.310 2.689  0.091
H: 6.360 -1.741 1.670  0.064
H: 7.904 -0.909 1.477  0.087
C: -5.936 -3.580 1.441  -0.341
O: -5.827 -4.786 1.342  0.003
N: -5.228 -2.681 0.691  -0.169
C: -5.558 -1.258 0.862  -0.058
C: -4.496 -3.035 -0.553  -0.025
H: -6.580 -3.167 2.224  0.131
H: -5.818 -1.150 1.926  0.084
H: -6.426 -0.963 0.245  0.093
H: -4.684 -0.618 0.685  0.073
H: -5.129 -2.714 -1.414  0.103
H: -3.537 -2.516 -0.583  0.063
H: -4.345 -4.103 -0.533  0.079
C: 2.231 -3.321 4.664  -0.309
O: 1.132 -2.764 4.776  -0.029
N: 3.316 -2.662 4.097  -0.160
C: 3.299 -1.264 3.596  -0.033
C: 4.602 -3.399 3.776  -0.028
H: 2.469 -4.349 4.972  0.128
H: 4.137 -0.795 4.106  0.084
H: 2.367 -0.744 3.779  0.077
H: 3.504 -1.265 2.539  0.060
H: 4.664 -3.706 2.765  0.068
H: 5.436 -2.786 4.074  0.073
H: 4.499 -4.349 4.336  0.083
C: -1.288 1.324 -4.111  -0.149
C: -0.552 0.893 -5.410  -0.148
C: -0.631 2.186 -6.250  -0.197
O: -1.931 2.714 -5.963  -0.150
C: -2.157 2.559 -4.547  -0.187
H: -0.552 1.761 -3.416  0.083
H: -1.832 0.464 -3.694  0.085
H: -1.108 0.081 -5.871  0.093
H: 0.436 0.421 -5.271  0.110
H: -0.653 2.014 -7.344  0.124
H: 0.189 2.907 -6.018  0.111
H: -3.251 2.449 -4.372  0.111
H: -1.826 3.428 -3.989  0.097
C: -2.376 -3.819 -3.027  -0.134
C: -1.421 -4.064 -4.270  -0.111
C: -0.998 -2.599 -4.551  -0.208
O: -2.213 -1.860 -4.429  -0.171
C: -2.917 -2.398 -3.262  -0.198
H: -1.875 -3.850 -2.061  0.086
H: -3.230 -4.519 -3.020  0.111
H: -1.964 -4.489 -5.090  0.098
H: -0.594 -4.725 -4.041  0.097
H: -0.672 -2.451 -5.597  0.125
H: -0.233 -2.211 -3.861  0.111
H: -3.971 -2.408 -3.556  0.118
H: -2.745 -1.740 -2.457  0.053
C: -2.916 1.292 2.761  -0.173
C: -3.018 0.318 3.961  -0.129
C: -4.111 1.001 4.859  -0.207
O: -4.315 2.290 4.350  -0.118
C: -4.118 2.208 2.953  -0.219
H: -2.921 0.840 1.770  0.073
H: -2.010 1.894 2.789  0.093
H: -2.082 0.212 4.529  0.107
H: -3.290 -0.708 3.678  0.098
H: -3.812 1.044 5.906  0.116
H: -5.020 0.404 4.858  0.108
H: -4.040 3.190 2.502  0.108
H: -4.985 1.727 2.441  0.114
C: 2.854 -3.405 -2.999  -0.127
C: 2.403 -2.207 -2.162  -0.185
C: 2.914 -1.089 -3.014  -0.243
O: 2.612 -1.398 -4.335  -0.117
C: 2.798 -2.787 -4.434  -0.204
H: 2.199 -4.266 -2.886  0.101
H: 3.904 -3.692 -2.692  0.128
H: 2.727 -2.305 -1.136  0.085
H: 1.313 -2.157 -2.115  0.101
H: 3.985 -0.987 -2.841  0.119
H: 2.520 -0.083 -2.821  0.106
H: 3.712 -2.976 -4.944  0.099
H: 2.045 -3.265 -5.060  0.108
C: 2.758 3.030 3.994  -0.156
C: 2.615 2.716 2.495  -0.144
C: 4.046 2.366 2.071  -0.194
O: 4.940 2.851 3.076  -0.140
C: 4.185 3.520 4.057  -0.226
H: 2.672 2.094 4.544  0.106
H: 2.044 3.756 4.371  0.110
H: 2.358 3.647 1.978  0.091
H: 1.867 1.962 2.303  0.092
H: 4.275 2.783 1.110  0.086
H: 4.164 1.278 2.036  0.102
H: 4.195 4.612 3.773  0.137
H: 4.594 3.264 5.030  0.118
C: 0.002 -0.858 1.493  -0.137
C: 0.915 -0.317 0.400  -0.135
C: -0.108 0.203 -0.618  -0.196
O: -1.265 -0.601 -0.480  -0.153
C: -1.182 -1.394 0.713  -0.201
H: -0.392 -0.014 2.097  0.110
H: 0.419 -1.605 2.179  0.098
H: 1.532 -1.083 -0.115  0.092
H: 1.634 0.416 0.712  0.079
H: 0.288 0.170 -1.630  0.102
H: -0.332 1.265 -0.400  0.100
H: -1.153 -2.464 0.436  0.095
H: -2.089 -1.319 1.347  0.105

Values from the calculation:
Maximum force: 0.063 hartree/bohr
HOMO energy: -9.173 eV
LUMO energy: 0.52 eV
Relative energy (zero: lowest compared OMol25 entry of this formula, charge and spin): 1.9216 eV

---

3.
ORCA calculation (the ωB97M-V functional and the def2-TZVPD basis) on the ion C5H11N2O2 with charge +1 in a non-equilibrium geometry.

Last column: natural (NBO) charge in e.
Element x y z (Å)
C: -0.883 -0.563 -0.003  0.102
C: 0.142 -1.508 -0.517  -0.280
C: 1.774 0.064 -0.174  -0.302
C: -1.717 0.165 -0.797  0.196
C: 0.921 0.998 0.631  0.301
N: 0.603 2.239 0.371  -0.652
N: 1.407 -1.227 0.076  -0.609
O: -1.347 -0.626 1.257  -0.730
O: -2.819 0.601 -0.199  -0.641
H: -0.115 -2.477 -0.238  0.226
H: 0.120 -1.616 -1.606  0.201
H: 1.655 0.280 -1.202  0.184
H: 2.866 0.206 0.093  0.275
H: -1.801 0.280 -1.823  0.211
H: 0.817 0.595 1.625  0.242
H: 0.789 2.455 -0.574  0.410
H: 0.124 2.935 0.960  0.453
H: -1.837 -1.445 1.459  0.504
H: 2.081 -1.930 -0.122  0.398
H: -2.781 0.576 0.785  0.512

Values from the calculation:
Net charge: +1
Structure (SMILES): [NH2+]=CCNC/C(O)=C/O
Maximum force: 0.065 hartree/bohr
HOMO energy: -12.591 eV
LUMO energy: -4.56 eV
Relative energy (zero: lowest compared OMol25 entry of this formula, charge and spin): 2.5664 eV

---

4.
ORCA calculation (the ωB97M-V functional and the def2-TZVPD basis) on a cluster of 8 separate species, C53H114F6N6O6S2 in total in a non-equilibrium geometry.

Last column: Löwdin charge in e.
Element x y z (Å)
C: -3.406 -0.811 8.686  -0.085
C: -3.497 -1.168 7.199  -0.230
C: -2.129 -1.466 6.526  -0.095
N: -2.139 -1.544 4.977  -0.229
C: -2.177 -0.114 4.475  0.035
C: -0.888 -2.330 4.539  -0.114
C: -1.331 -3.698 4.067  -0.115
C: -2.660 -3.206 3.399  -0.138
C: -3.306 -2.408 4.515  -0.087
H: -2.893 0.122 8.928  0.081
H: -2.900 -1.580 9.271  0.085
H: -4.393 -0.665 9.122  0.088
H: -4.175 -0.462 6.714  0.111
H: -4.097 -2.080 7.146  0.105
H: -1.798 -2.426 6.917  0.140
H: -1.424 -0.661 6.724  0.131
H: -3.036 0.351 4.955  0.102
H: -2.335 -0.235 3.405  0.088
H: -1.297 0.446 4.777  0.115
H: -0.477 -1.687 3.757  0.100
H: -0.117 -2.399 5.307  0.126
H: -0.735 -4.261 3.357  0.091
H: -1.448 -4.349 4.936  0.130
H: -2.444 -2.587 2.527  0.095
H: -3.295 -4.037 3.089  0.121
H: -4.146 -1.840 4.122  0.146
H: -3.619 -3.077 5.311  0.134
C: 1.886 -4.738 4.440  -0.064
C: 1.847 -4.107 3.001  -0.202
C: 3.262 -4.136 2.425  -0.108
N: 3.382 -3.433 1.077  -0.220
C: 3.276 -1.937 1.331  0.026
C: 2.426 -3.988 -0.005  -0.053
C: 3.311 -4.248 -1.224  -0.149
C: 4.593 -3.513 -1.011  -0.155
C: 4.794 -3.639 0.492  -0.081
H: 1.059 -5.443 4.527  0.074
H: 1.564 -4.024 5.203  0.063
H: 2.817 -5.145 4.825  0.087
H: 1.435 -3.116 3.195  0.083
H: 1.045 -4.588 2.445  0.092
H: 3.705 -5.111 2.208  0.141
H: 4.028 -3.727 3.086  0.149
H: 2.482 -1.752 2.046  0.086
H: 3.126 -1.385 0.404  0.090
H: 4.273 -1.616 1.624  0.102
H: 1.619 -3.269 -0.133  0.089
H: 2.006 -4.901 0.413  0.128
H: 2.801 -4.073 -2.170  0.112
H: 3.617 -5.297 -1.190  0.131
H: 4.534 -2.481 -1.362  0.108
H: 5.394 -3.995 -1.570  0.138
H: 5.461 -2.798 0.687  0.128
H: 5.245 -4.494 0.989  0.143
C: -5.165 -3.912 -5.173  -0.081
C: -4.146 -4.601 -4.296  -0.243
C: -4.099 -4.082 -2.862  -0.096
N: -3.169 -4.944 -1.949  -0.230
C: -1.736 -4.750 -2.307  0.031
C: -3.598 -6.421 -1.988  -0.093
C: -3.044 -7.002 -0.710  -0.136
C: -3.443 -5.912 0.293  -0.143
C: -3.381 -4.586 -0.447  -0.076
H: -4.944 -2.844 -5.243  0.083
H: -6.149 -3.830 -4.695  0.086
H: -5.391 -4.393 -6.120  0.093
H: -3.197 -4.365 -4.785  0.108
H: -4.292 -5.680 -4.255  0.106
H: -5.045 -4.193 -2.335  0.133
H: -3.800 -3.038 -2.960  0.123
H: -1.317 -3.928 -1.733  0.090
H: -1.740 -4.548 -3.376  0.092
H: -1.197 -5.682 -2.148  0.108
H: -3.128 -6.788 -2.902  0.136
H: -4.675 -6.427 -2.146  0.150
H: -1.972 -7.163 -0.606  0.118
H: -3.517 -7.984 -0.655  0.136
H: -2.710 -5.874 1.098  0.110
H: -4.444 -6.189 0.619  0.129
H: -2.522 -4.023 -0.089  0.086
H: -4.321 -4.054 -0.319  0.133
C: -1.349 -0.921 -4.303  -0.089
C: 0.155 -1.260 -4.102  -0.210
C: 0.913 -0.149 -4.787  -0.092
N: 2.442 -0.474 -5.008  -0.188
C: 3.094 0.895 -5.168  -0.117
C: 4.599 0.845 -5.507  -0.142
C: 4.821 -0.133 -6.681  -0.172
C: 4.205 -1.523 -6.535  -0.158
C: 2.751 -1.561 -6.061  -0.079
C: 3.066 -1.090 -3.730  0.020
H: -1.510 0.128 -4.039  0.088
H: -2.133 -1.443 -3.754  0.048
H: -1.696 -0.998 -5.337  0.085
H: 0.358 -2.271 -4.452  0.110
H: 0.050 -1.170 -3.021  0.086
H: 0.837 0.781 -4.220  0.113
H: 0.483 0.174 -5.736  0.145
H: 2.650 1.444 -5.998  0.146
H: 2.976 1.421 -4.224  0.100
H: 5.113 1.751 -5.813  0.133
H: 5.056 0.403 -4.618  0.099
H: 4.449 0.320 -7.602  0.126
H: 5.905 -0.214 -6.751  0.125
H: 4.305 -2.082 -7.464  0.131
H: 4.848 -2.071 -5.840  0.113
H: 2.122 -1.397 -6.937  0.142
H: 2.448 -2.490 -5.588  0.119
H: 2.599 -2.047 -3.525  0.084
H: 2.860 -0.382 -2.928  0.095
H: 4.143 -1.156 -3.842  0.092
C: 3.531 6.595 -1.064  -0.071
C: 3.494 5.084 -1.330  -0.206
C: 2.571 4.540 -0.235  -0.099
N: 2.780 3.002 0.059  -0.219
C: 1.669 2.570 1.048  -0.089
C: 1.810 3.160 2.424  -0.193
C: 3.179 3.103 3.030  -0.197
C: 4.257 3.583 2.090  -0.129
C: 4.113 2.812 0.748  -0.081
C: 2.684 2.244 -1.233  0.006
H: 4.143 6.872 -0.207  0.084
H: 2.584 7.133 -0.991  0.079
H: 3.927 7.073 -1.964  0.088
H: 4.476 4.619 -1.450  0.111
H: 3.100 4.861 -2.324  0.089
H: 1.549 4.642 -0.612  0.093
H: 2.578 5.046 0.724  0.104
H: 0.671 2.707 0.635  0.133
H: 1.816 1.494 1.188  0.116
H: 1.410 4.179 2.452  0.113
H: 1.139 2.607 3.087  0.120
H: 3.141 3.584 4.009  0.130
H: 3.361 2.066 3.343  0.120
H: 4.099 4.651 1.926  0.113
H: 5.260 3.579 2.512  0.133
H: 4.818 3.014 -0.055  0.127
H: 4.144 1.755 1.024  0.125
H: 3.003 1.232 -0.981  0.092
H: 3.418 2.616 -1.948  0.090
H: 1.714 2.322 -1.720  0.088
C: -0.082 7.713 1.154  -0.087
C: -1.426 7.299 1.750  -0.220
C: -1.981 6.104 0.965  -0.143
N: -3.389 5.711 1.377  -0.244
C: -3.804 4.594 0.349  -0.056
C: -2.925 3.366 0.560  -0.164
C: -2.794 2.875 2.003  -0.169
C: -2.468 4.000 3.034  -0.152
C: -3.340 5.238 2.831  -0.075
C: -4.312 6.843 0.971  0.035
H: 0.700 7.012 1.465  0.064
H: 0.293 8.638 1.591  0.090
H: -0.120 7.781 0.068  0.085
H: -2.009 8.221 1.740  0.117
H: -1.232 7.104 2.807  0.112
H: -1.315 5.271 1.177  0.113
H: -1.895 6.325 -0.099  0.134
H: -3.574 5.008 -0.629  0.140
H: -4.867 4.444 0.527  0.136
H: -1.977 3.615 0.081  0.090
H: -3.231 2.503 -0.032  0.114
H: -1.951 2.221 2.245  0.093
H: -3.663 2.284 2.298  0.115
H: -1.398 4.168 3.155  0.104
H: -2.735 3.641 4.032  0.119
H: -3.168 6.041 3.543  0.137
H: -4.409 5.001 2.837  0.143
H: -5.357 6.548 0.896  0.111
H: -4.019 7.242 0.005  0.124
H: -4.212 7.522 1.817  0.109
C: -1.847 -0.389 -0.201  -0.650
F: -2.428 -1.136 -1.175  0.105
F: -1.459 0.751 -0.708  0.142
F: -2.770 -0.183 0.747  0.129
S: -0.314 -1.243 0.432  0.466
O: 0.019 -0.560 1.681  -0.335
O: -0.784 -2.626 0.593  -0.350
O: 0.727 -1.133 -0.564  -0.328
C: 0.865 3.975 -4.216  -0.609
F: 1.155 5.071 -4.886  0.185
F: 0.450 2.971 -5.015  0.100
F: 2.038 3.528 -3.698  0.049
S: -0.469 4.183 -2.844  0.494
O: -0.678 2.876 -2.171  -0.371
O: 0.054 5.165 -1.898  -0.350
O: -1.583 4.684 -3.618  -0.294

Values from the calculation:
Net charge: +4
Maximum force: 0.069 hartree/bohr
HOMO energy: -16.206 eV
LUMO energy: -7.22 eV

---

Number 1: HOMO-LUMO gap 9.383 eV. Number 2: HOMO-LUMO gap 9.691 eV. Number 3: HOMO-LUMO gap 8.028 eV. Number 4: HOMO-LUMO gap 8.983 eV.